45
Properties=species:S:1:pos:R:3:lowdin_charge:R:1 method="wB97M-V/def2-TZVPD" fmax_ev_per_a=4.737 relative_energy_ev=6.310 smiles="Cc1nc2ccc(NCC[N+](C)(C)[O-])c3c(=O)c4cc(Br)ccc4n1c23" charge=0 homo_ev=-8.071 orbital_gap_ev=7.6266
C 3.07 -3.73 -2.48 -0.008
C 2.41 -2.91 -1.41 -0.290
N 1.54 -3.54 -0.66 0.160
C 0.97 -2.60 0.22 -0.242
C -0.10 -2.63 1.05 -0.024
C -0.85 -1.55 1.52 0.012
C -0.34 -0.30 1.05 -0.134
N -1.10 0.92 1.12 0.002
C -1.73 1.34 2.38 -0.129
C -3.26 0.87 2.49 -0.117
N -4.16 1.83 1.85 -0.594
C -5.48 1.24 2.00 -0.040
C -3.78 1.99 0.45 0.007
O -4.24 2.95 2.47 -0.174
C 0.85 -0.23 0.30 -0.029
C 1.55 0.92 -0.30 -0.235
O 1.10 2.07 -0.21 0.037
C 2.69 0.77 -1.27 -0.071
C 3.36 1.92 -1.73 -0.032
C 4.45 1.80 -2.61 -0.651
Br 5.48 3.27 -3.31 0.713
C 4.83 0.48 -3.01 -0.133
C 4.08 -0.59 -2.69 -0.021
C 3.10 -0.49 -1.69 -0.117
N 2.52 -1.57 -1.03 0.118
C 1.49 -1.37 -0.05 -0.105
H 2.36 -4.54 -2.84 0.112
H 3.87 -4.27 -1.92 0.107
H 3.30 -3.18 -3.33 0.028
H -0.54 -3.69 1.13 0.151
H -1.69 -1.86 2.06 0.090
H -0.85 1.73 0.45 0.146
H -1.57 2.32 2.65 0.093
H -1.28 0.76 3.17 0.107
H -3.55 0.64 3.54 0.140
H -3.32 -0.15 2.13 0.107
H -5.53 0.32 1.49 0.083
H -5.81 1.07 3.03 0.117
H -6.18 1.95 1.62 0.098
H -4.48 2.67 -0.09 0.123
H -3.56 1.02 0.07 0.089
H -2.76 2.52 0.53 0.117
H 2.97 2.98 -1.40 0.159
H 5.66 0.42 -3.75 0.116
H 4.49 -1.56 -3.02 0.111

***

5
Properties=species:S:1:pos:R:3:lowdin_charge:R:1 method="wB97M-V/def2-TZVPD" fmax_ev_per_a=3.096 relative_energy_ev=0.094 smiles=CBr charge=0 homo_ev=-10.357 orbital_gap_ev=11.1445
C 0.15 0.00 0.00 -0.471
Br -1.85 -0.01 0.00 0.490
H 0.55 0.53 -0.80 -0.007
H 0.54 0.38 0.90 0.003
H 0.62 -0.90 -0.09 -0.016

***

132
Properties=species:S:1:pos:R:3:lowdin_charge:R:1 method="wB97M-V/def2-TZVPD" fmax_ev_per_a=4.757 smiles="O=C1C=C(O)C(=O)C=C1O.O=C1C=C(O)C(=O)C=C1O.CN(C)C=O.CN(C)C=O.CN(C)C=O.CN(C)C=O.CN(C)C=O.CN(C)C=O.COCCOC.COCCOC" charge=0 homo_ev=-9.236 orbital_gap_ev=7.2955
O -3.68 -6.56 -2.42 0.100
C -4.36 -6.78 -3.44 -0.280
C -5.72 -7.36 -3.47 0.084
C -6.36 -7.82 -4.62 -0.210
O -7.50 -8.56 -4.42 0.084
C -5.95 -7.58 -6.01 -0.299
O -6.63 -7.73 -7.04 0.095
C -4.56 -6.95 -6.03 0.081
C -3.83 -6.65 -4.89 -0.198
O -2.54 -6.26 -4.98 0.084
H -6.32 -7.49 -2.58 0.128
H -8.03 -8.42 -5.21 0.107
H -4.23 -6.82 -7.05 0.118
H -2.24 -5.96 -4.12 0.105
O -1.53 9.60 2.30 0.129
C -1.55 9.72 1.09 -0.334
C -1.41 8.60 0.13 0.092
C -1.27 8.76 -1.22 -0.220
O -1.24 7.69 -2.04 0.097
C -1.39 10.07 -1.89 -0.278
O -1.42 10.30 -3.12 0.094
C -1.74 11.15 -0.90 0.084
C -1.85 11.01 0.44 -0.263
O -2.13 12.04 1.22 0.120
H -1.53 7.64 0.62 0.129
H -1.37 7.98 -2.95 0.109
H -1.97 12.09 -1.39 0.128
H -2.34 11.68 2.08 0.114
C -5.99 0.06 -7.05 -0.034
N -4.92 1.06 -6.87 -0.179
C -3.66 0.64 -7.56 -0.044
C -5.06 2.25 -6.28 -0.373
O -6.10 2.64 -5.79 0.000
H -6.82 0.11 -6.35 0.091
H -5.61 -0.96 -7.10 0.077
H -6.35 0.14 -8.08 0.086
H -3.87 0.62 -8.63 0.083
H -2.87 1.36 -7.37 0.081
H -3.41 -0.37 -7.26 0.083
H -4.10 2.78 -6.23 0.130
C -5.64 -0.83 3.14 -0.090
N -6.16 -1.90 2.43 -0.210
C -5.93 -3.24 2.91 -0.037
C -6.83 -1.60 1.33 -0.360
O -7.40 -2.39 0.59 0.008
H -5.76 0.15 2.68 0.089
H -4.62 -1.03 3.47 0.097
H -6.31 -0.73 3.99 0.095
H -4.89 -3.52 3.07 0.093
H -6.60 -3.48 3.74 0.094
H -6.21 -4.05 2.23 0.088
H -6.90 -0.52 1.16 0.133
C 1.89 4.22 8.28 -0.023
N 0.73 4.99 7.73 -0.183
C 0.90 6.40 7.78 -0.094
C -0.41 4.44 7.30 -0.315
O -0.69 3.21 7.32 -0.040
H 2.81 4.58 7.81 0.086
H 1.80 3.15 8.10 0.081
H 2.09 4.24 9.35 0.085
H 1.46 6.66 8.67 0.092
H 1.29 6.92 6.91 0.092
H -0.06 6.89 7.97 0.085
H -1.14 5.19 6.97 0.134
C 4.47 -8.07 -3.58 -0.069
N 5.62 -8.01 -2.65 -0.201
C 5.68 -6.75 -1.83 -0.038
C 6.70 -8.79 -3.00 -0.311
O 7.80 -8.66 -2.42 -0.017
H 3.73 -7.53 -3.00 0.075
H 4.09 -9.09 -3.68 0.088
H 4.68 -7.47 -4.47 0.089
H 5.67 -5.85 -2.45 0.089
H 4.86 -6.82 -1.12 0.081
H 6.53 -6.77 -1.15 0.081
H 6.43 -9.44 -3.85 0.130
C 0.43 1.47 0.87 -0.048
N 0.24 0.23 0.09 -0.183
C 0.73 -1.01 0.75 -0.033
C -0.41 0.06 -1.04 -0.413
O -0.34 -0.92 -1.74 0.028
H 1.38 1.66 1.38 0.090
H -0.45 1.67 1.48 0.088
H 0.45 2.26 0.12 0.078
H 1.77 -1.24 0.53 0.090
H 0.51 -0.85 1.80 0.082
H 0.07 -1.84 0.50 0.085
H -0.98 0.98 -1.22 0.136
C 5.51 5.56 3.00 -0.069
N 6.63 4.73 3.29 -0.213
C 6.73 3.54 2.46 -0.073
C 7.45 4.97 4.41 -0.257
O 7.25 5.91 5.23 -0.038
H 5.51 6.52 3.53 0.092
H 4.61 5.00 3.24 0.090
H 5.56 5.68 1.92 0.089
H 5.82 2.96 2.32 0.082
H 6.97 3.76 1.42 0.084
H 7.46 2.84 2.88 0.085
H 8.35 4.33 4.43 0.128
C 6.23 2.99 -8.62 -0.105
O 5.34 2.81 -7.52 -0.203
C 5.23 4.04 -6.81 -0.188
C 4.37 3.81 -5.46 -0.143
O 5.12 3.24 -4.35 -0.195
C 5.48 1.92 -4.57 -0.141
H 7.14 3.52 -8.32 0.086
H 5.79 3.59 -9.42 0.081
H 6.38 2.02 -9.09 0.090
H 4.62 4.76 -7.34 0.117
H 6.20 4.42 -6.48 0.121
H 3.49 3.22 -5.72 0.111
H 3.84 4.66 -5.01 0.114
H 4.67 1.19 -4.64 0.091
H 6.08 1.52 -3.75 0.084
H 6.13 1.96 -5.45 0.080
C -0.12 -6.90 6.09 -0.111
O -0.60 -5.56 5.99 -0.175
C -0.65 -4.85 7.28 -0.148
C -1.46 -5.41 8.46 -0.250
O -1.09 -6.66 8.84 -0.179
C -2.04 -7.38 9.47 -0.147
H -0.13 -7.53 5.20 0.083
H -0.76 -7.42 6.81 0.072
H 0.91 -6.96 6.43 0.087
H -1.05 -3.86 7.01 0.121
H 0.33 -4.61 7.69 0.115
H -2.50 -5.32 8.14 0.124
H -1.43 -4.75 9.33 0.131
H -1.57 -8.29 9.85 0.098
H -2.82 -7.74 8.80 0.088
H -2.69 -6.90 10.20 0.091